81
Properties=species:S:1:pos:R:3:forces:R:3:mulliken_charge:R:1 method="wB97M-V/def2-TZVPD" gap_ev=6.43 total_charge=-1 e_lumo_ev=2.07 multiplicity=1 relative_energy_kj_mol=25.8
C 0.368006 -0.367155 0.364381 -0.57 -0.11 0.62 -0.7588
N -0.474355 -1.174958 1.240467 -0.11 -0.24 -0.13 0.0098
C -1.049436 -2.362145 0.565669 -0.22 0.40 -0.23 -0.9054
Al -2.749799 -2.004091 -0.454753 -0.07 -0.08 0.13 -0.1019
O -4.169576 -2.708884 0.375741 0.42 0.00 -0.58 -0.4933
Cl -2.494089 -2.973945 -2.473172 -0.10 0.01 0.40 -0.4735
C -3.107603 -0.044720 -0.878555 0.12 -0.88 -0.05 -0.4250
O -4.045811 0.662927 0.013102 0.36 0.53 0.47 -0.4125
C -3.562898 1.102682 1.162702 -0.16 -0.34 -0.06 0.8522
F -4.484312 1.906646 1.742700 0.15 -0.18 -0.05 -0.2977
F -2.425908 1.842308 1.051509 -0.25 -0.28 0.07 -0.2647
F -3.290812 0.112575 2.068717 -0.07 0.51 -0.44 -0.2067
H 1.147850 0.066294 0.972342 0.40 0.14 -0.01 0.1924
H -0.208400 0.461153 -0.035963 -0.08 0.09 -0.41 0.1783
H 0.794888 -0.966108 -0.439049 0.22 0.02 -0.28 0.2879
H 0.092282 -1.482843 2.011661 0.16 0.02 0.17 0.1619
H -0.294548 -2.833258 -0.078471 0.12 -0.17 -0.10 0.4013
H -1.282820 -3.097571 1.335601 -0.11 -0.16 0.18 0.3974
H -4.008664 -2.591151 1.309357 -0.14 0.00 0.46 0.2466
H -3.599795 -0.009789 -1.842960 -0.24 0.11 -0.18 0.3018
H -2.190400 0.522342 -0.993714 0.08 0.40 0.12 0.2970
C 1.785193 1.951791 5.074603 0.05 0.02 -0.11 -1.3095
C 0.598715 1.316680 4.360983 0.00 -0.12 0.25 0.4711
C -0.408818 0.741577 5.343144 -0.11 -0.03 -0.06 -1.3226
O 1.037376 0.306833 3.459920 0.30 0.19 -0.01 -0.3774
H 2.316878 1.203254 5.669461 -0.04 -0.01 0.05 0.3222
H 2.492292 2.362999 4.351454 -0.03 0.03 -0.01 0.2709
H 1.465670 2.755138 5.740389 0.00 0.00 0.01 0.4249
H 0.107043 2.063468 3.736851 -0.01 -0.03 -0.08 0.2069
H 0.055034 -0.045062 5.946237 0.04 0.04 0.04 0.3536
H -1.245568 0.297910 4.804461 0.00 0.03 -0.04 0.2986
H -0.791864 1.510389 6.016602 0.01 0.00 0.01 0.3927
H 1.473235 -0.381996 3.973169 -0.01 -0.06 0.03 0.2766
C 6.079509 1.022003 2.556376 0.04 -0.12 0.02 -1.2564
C 5.159597 0.815181 1.360287 -0.12 0.30 0.19 0.3953
C 4.852271 2.130479 0.661036 -0.04 -0.15 -0.05 -1.0903
O 3.957018 0.170745 1.764624 0.19 -0.16 -0.03 -0.4677
H 5.599766 1.672011 3.293948 0.00 0.06 -0.04 0.2838
H 6.293008 0.070539 3.044601 0.01 -0.01 -0.02 0.3293
H 7.024089 1.480953 2.257696 -0.01 0.02 0.00 0.3855
H 5.632906 0.130573 0.654610 -0.04 -0.07 -0.01 0.2944
H 4.335092 2.810599 1.343465 0.05 0.03 0.04 0.2363
H 4.197184 1.967735 -0.193458 0.01 -0.01 -0.02 0.3193
H 5.758986 2.623869 0.312572 0.01 0.03 0.00 0.3138
H 3.500107 0.747433 2.387218 -0.21 -0.01 -0.03 0.2111
C -3.397404 -1.819878 -5.572637 -0.04 0.20 0.00 -0.7702
C -3.021782 -0.583828 -6.374761 0.05 -0.35 -0.10 0.4140
C -3.179217 -0.812751 -7.872833 0.02 0.14 -0.05 -1.3084
O -1.686291 -0.174291 -6.080144 -0.10 0.24 -0.07 -0.5458
H -2.744010 -2.657334 -5.833599 -0.02 -0.02 -0.04 0.3312
H -3.284307 -1.650834 -4.503807 -0.02 0.03 -0.09 -0.0955
H -4.430260 -2.114641 -5.771552 0.02 -0.02 -0.02 0.3428
H -3.652306 0.253520 -6.072050 0.05 0.06 0.04 0.2658
H -2.518665 -1.619675 -8.202777 -0.04 -0.06 0.03 0.3260
H -2.908932 0.084859 -8.431837 -0.02 0.01 0.02 0.3264
H -4.205222 -1.085867 -8.125253 0.00 -0.02 0.00 0.3443
H -1.102716 -0.903160 -6.309484 0.05 -0.10 0.09 0.3402
C -6.409485 -6.298013 -0.785902 0.01 -0.08 -0.10 -1.1143
C -5.624700 -6.791811 0.420737 0.02 0.32 -0.08 0.3392
C -5.659318 -5.778192 1.551669 0.10 0.10 0.14 -0.7988
O -4.276443 -7.076185 0.052228 -0.06 -0.17 0.02 -0.5683
H -5.975035 -5.368907 -1.161974 -0.01 0.05 0.07 0.2260
H -6.374805 -7.033086 -1.591478 -0.01 -0.03 0.02 0.3185
H -7.453481 -6.109132 -0.528766 0.00 0.01 0.01 0.3480
H -6.040528 -7.742883 0.761225 0.07 -0.07 -0.01 0.2876
H -5.204270 -4.837733 1.226280 -0.07 0.01 -0.07 0.0135
H -5.092231 -6.139535 2.411197 -0.03 -0.07 0.00 0.3085
H -6.682231 -5.568312 1.871362 -0.02 -0.02 -0.02 0.3549
H -3.879010 -6.249749 -0.247440 0.04 0.07 0.00 0.3483
C 7.095276 5.903537 0.118637 0.02 -0.11 0.02 -1.1998
C 6.163450 5.703962 -1.068179 -0.04 0.26 0.18 0.4302
C 5.871954 7.017071 -1.779216 -0.05 -0.04 -0.09 -1.3709
O 4.952775 5.080647 -0.650735 0.10 -0.07 -0.15 -0.4838
H 6.634058 6.566871 0.855509 0.00 0.06 -0.03 0.3379
H 7.295296 4.952141 0.611960 0.01 -0.02 -0.02 0.2642
H 8.045011 6.342603 -0.190845 0.00 0.02 0.00 0.3765
H 6.618406 5.005482 -1.771748 -0.04 -0.07 -0.01 0.2757
H 5.374480 7.714122 -1.099322 0.05 0.02 0.04 0.3594
H 5.207232 6.852161 -2.626741 0.01 -0.02 -0.01 0.3191
H 6.788762 7.485861 -2.140238 0.00 0.01 0.01 0.3798
H 4.517432 5.667550 -0.025048 -0.06 0.03 0.04 0.3281